Record 1
{
  "formula": "C47H42MnN2O2P2Si",
  "method": "the ωB97M-V functional and the def2-TZVPD basis",
  "species": ["Mn", "C", "Si", "C", "C", "C", "C", "C", "C", "P", "C", "C", "C", "C", "C", "C", "C", "C", "C", "C", "C", "C", "C", "C", "C", "C", "C", "C", "P", "C", "C", "C", "C", "C", "C", "C", "C", "C", "C", "C", "C", "H", "H", "H", "H", "H", "H", "H", "H", "H", "H", "H", "H", "H", "H", "H", "H", "H", "H", "H", "H", "H", "H", "H", "H", "H", "H", "H", "H", "H", "H", "H", "N", "C", "C", "O", "O", "H", "H", "H", "H", "H", "C", "C", "C", "C", "C", "C", "C", "C", "N", "H", "H", "H", "H", "H", "H"],
  "coordinates": [[-0.4321, -0.8383, -0.4702], [-4.1657, -1.4556, 0.5164], [-2.5115, -0.4663, 0.6092], [-2.0278, -0.4342, 2.4841], [-2.8399, 0.0956, 3.4800], [-2.4135, 0.1545, 4.7973], [-1.1691, -0.3448, 5.1494], [-0.3592, -0.9121, 4.1813], [-0.7771, -0.9445, 2.8558], [0.2718, -1.7381, 1.5830], [0.2997, -3.4167, 2.2879], [1.2043, -3.8133, 3.2678], [1.0594, -5.0513, 3.8666], [0.0193, -5.8898, 3.4985], [-0.8687, -5.5031, 2.5063], [-0.7300, -4.2694, 1.8982], [1.9677, -1.1271, 1.8536], [2.2112, 0.1630, 2.3154], [3.5033, 0.6551, 2.3523], [4.5628, -0.1249, 1.9203], [4.3269, -1.4123, 1.4621], [3.0376, -1.9100, 1.4187], [-2.9473, 1.2801, -0.1283], [-4.2516, 1.7023, -0.3459], [-4.5141, 2.9127, -0.9674], [-3.4686, 3.7122, -1.4012], [-2.1574, 3.3036, -1.2192], [-1.9005, 2.0976, -0.5823], [-0.2398, 1.5451, -0.0452], [1.0753, 2.0195, -1.2057], [2.2973, 2.4712, -0.7091], [3.3658, 2.6382, -1.5694], [3.2351, 2.3343, -2.9143], [2.0308, 1.8518, -3.4039], [0.9527, 1.6875, -2.5541], [-0.1241, 2.8306, 1.2603], [0.1460, 4.1497, 0.8985], [0.0694, 5.1578, 1.8422], [-0.2638, 4.8641, 3.1562], [-0.5344, 3.5566, 3.5182], [-0.4783, 2.5474, 2.5729], [-4.8531, -1.1233, 1.2870], [-4.0025, -2.5160, 0.6679], [-4.6516, -1.3220, -0.4442], [-3.8092, 0.4843, 3.2092], [-3.0500, 0.5953, 5.5501], [-0.8330, -0.2987, 6.1749], [0.6057, -1.3173, 4.4515], [2.0188, -3.1642, 3.5601], [1.7567, -5.3563, 4.6317], [-0.0969, -6.8453, 3.9865], [-1.6718, -6.1609, 2.2119], [-1.4118, -3.9391, 1.1188], [1.3896, 0.7763, 2.6571], [3.6833, 1.6525, 2.7227], [5.5696, 0.2634, 1.9448], [5.1544, -2.0299, 1.1446], [2.8483, -2.9155, 1.0584], [-5.0654, 1.0688, -0.0309], [-5.5364, 3.2249, -1.1207], [-3.6698, 4.6627, -1.8698], [-1.3416, 3.9132, -1.5823], [2.4033, 2.7053, 0.3410], [4.3054, 3.0036, -1.1856], [4.0725, 2.4728, -3.5801], [1.9312, 1.6010, -4.4491], [0.0055, 1.3110, -2.9303], [0.4112, 4.3903, -0.1227], [0.2563, 6.1804, 1.5463], [-0.3108, 5.6536, 3.8908], [-0.8108, 3.3178, 4.5328], [-0.7275, 1.5391, 2.8544], [4.1844, -2.2181, -3.2817], [3.6746, -1.7633, -1.9964], [2.1542, -1.7291, -2.1079], [1.6852, -2.3924, -3.1361], [1.4292, -1.1765, -1.3066], [4.3043, -1.4433, -3.9265], [2.4640, -2.7265, -3.6540], [5.0777, -2.6846, -3.1911], [4.0542, -0.7927, -1.6510], [3.9106, -2.5083, -1.2282], [-1.6028, -1.7317, -2.0927], [-1.5393, -0.9786, -3.3352], [-2.2986, 0.1965, -3.5027], [-2.3026, 0.8786, -4.6956], [-1.5423, 0.4071, -5.7713], [-0.8003, -0.7685, -5.6301], [-0.8079, -1.4530, -4.4389], [-1.5233, 1.1064, -6.9960], [-1.4730, 1.6832, -7.9856], [-1.0956, -2.7035, -2.1933], [-2.6489, -1.8761, -1.8111], [-2.8888, 0.5485, -2.6688], [-2.9122, 1.7604, -4.8249], [-0.2532, -1.1479, -6.4790], [-0.2811, -2.3927, -4.3581]],
  "forces_ev_per_a": [[-0.198, -1.122, -1.982], [0.998, 0.313, -0.153], [-1.596, 0.345, 0.524], [0.217, -0.165, -0.841], [-0.068, 0.014, 0.012], [-0.158, 0.062, -0.083], [0.140, -0.055, -0.013], [0.024, 0.092, 0.063], [0.017, 0.139, -0.158], [0.311, -0.283, 1.911], [-0.030, -0.033, -0.496], [-0.017, 0.073, -0.106], [0.013, -0.032, 0.087], [-0.020, 0.008, -0.038], [-0.117, -0.101, 0.020], [0.149, 0.208, -0.089], [-0.060, 0.034, -0.162], [-0.166, -0.209, 0.010], [0.126, 0.105, -0.005], [-0.010, 0.006, 0.008], [0.051, -0.056, -0.015], [-0.164, 0.025, 0.039], [0.703, -0.694, 0.280], [-0.051, -0.012, 0.061], [-0.073, -0.071, 0.025], [0.111, 0.063, -0.027], [0.014, -0.114, -0.086], [0.001, -0.324, -0.213], [-0.325, 1.573, 0.191], [-0.116, -0.205, -0.046], [-0.200, -0.016, -0.025], [0.143, -0.008, 0.044], [0.003, -0.076, -0.039], [0.042, -0.033, -0.142], [-0.244, 0.115, 0.179], [0.289, -0.273, 0.270], [0.056, -0.062, -0.041], [0.004, 0.078, -0.072], [0.029, -0.017, 0.019], [-0.067, 0.109, 0.059], [0.094, -0.044, -0.132], [-0.064, 0.168, 0.228], [0.065, -0.259, 0.042], [-0.047, 0.010, -0.223], [-0.193, 0.124, 0.046], [-0.069, 0.017, 0.067], [0.011, -0.006, 0.071], [0.074, -0.028, 0.082], [-0.003, 0.004, 0.033], [0.060, -0.049, 0.074], [-0.008, -0.102, 0.007], [-0.074, -0.076, -0.026], [-0.052, -0.155, 0.063], [-0.002, 0.055, 0.034], [0.019, 0.128, 0.047], [0.088, 0.033, 0.037], [0.079, -0.061, -0.030], [0.055, -0.025, 0.008], [-0.214, -0.020, 0.035], [-0.072, 0.057, -0.013], [-0.046, 0.069, -0.128], [0.021, 0.088, -0.007], [0.035, 0.002, 0.029], [0.123, 0.067, 0.033], [0.099, 0.031, -0.098], [-0.045, 0.018, -0.135], [0.067, 0.001, -0.076], [0.015, 0.046, 0.018], [0.063, 0.039, -0.005], [-0.027, 0.064, 0.056], [-0.020, -0.028, 0.143], [0.025, -0.071, 0.107], [0.391, 0.084, -0.117], [-0.144, 0.135, -0.056], [0.458, -0.509, -0.603], [-0.233, 0.074, 0.305], [-0.011, 0.209, 0.338], [0.085, -0.026, 0.069], [0.115, 0.112, 0.282], [-0.071, -0.035, -0.049], [-0.217, -0.152, -0.023], [-0.044, 0.157, -0.081], [0.055, -0.141, 1.348], [-0.111, 0.440, -0.983], [0.310, -0.454, 0.184], [0.064, -0.028, -0.357], [0.011, -0.430, 0.884], [-0.153, 0.310, -0.210], [-0.238, 0.068, 0.440], [0.049, 0.309, -0.463], [-0.016, 0.204, -0.367], [-0.215, 0.149, 0.156], [0.173, -0.198, 0.016], [-0.111, 0.088, 0.006], [-0.003, 0.113, 0.018], [0.079, -0.040, -0.101], [-0.042, 0.064, 0.008]],
  "lowdin_spin": [4.02, -0.01, -0.10, -0.03, 0.00, 0.00, 0.00, 0.00, 0.01, 0.04, 0.01, 0.00, 0.00, 0.00, 0.00, 0.00, 0.01, 0.00, 0.00, 0.00, 0.00, 0.00, -0.01, 0.00, 0.00, 0.00, 0.00, 0.01, 0.03, 0.00, 0.00, 0.00, 0.00, 0.00, 0.00, 0.01, 0.00, 0.00, 0.00, 0.00, 0.00, 0.00, 0.00, 0.00, 0.00, 0.00, 0.00, 0.00, 0.00, 0.00, 0.00, 0.00, 0.00, 0.00, 0.00, 0.00, 0.00, 0.00, 0.00, 0.00, 0.00, 0.00, 0.00, 0.00, 0.00, 0.00, 0.00, 0.00, 0.00, 0.00, 0.00, 0.00, 0.00, 0.00, 0.01, 0.01, 0.04, 0.00, 0.00, 0.00, 0.00, 0.00, -0.06, 0.00, 0.00, 0.00, 0.00, 0.00, 0.00, 0.00, 0.00, 0.00, 0.00, 0.00, 0.00, 0.00, 0.00],
  "s2": 6.228,
  "lumo_ev": [-2.764, -2.909],
  "max_force_ev_per_a": 2.29,
  "orbital_gap_ev": [7.118, 7.279],
  "spin_multiplicity": 5,
  "charge": 1,
  "relative_energy_kcal_mol": 22.7,
  "homo_ev": [-9.88, -10.19]
}



Record 2
{
  "formula": "C18H17ClN2O3S",
  "method": "the ωB97M-V functional and the def2-TZVPD basis",
  "species": ["C", "H", "O", "C", "C", "C", "C", "C", "C", "O", "C", "H", "H", "H", "H", "C", "N", "C", "S", "N", "C", "O", "C", "H", "H", "C", "C", "C", "C", "C", "C", "H", "H", "Cl", "H", "H", "H", "H", "H", "H", "H", "H"],
  "coordinates": [[-6.5972, -0.8533, 1.9569], [-6.1388, -0.2443, 2.6995], [-5.4220, -1.3190, 1.1185], [-4.6611, -0.6018, 0.4922], [-4.7567, 0.6349, 0.3931], [-3.8967, 1.4927, -0.0793], [-2.9229, 0.8455, -0.6846], [-2.7776, -0.3984, -1.0061], [-3.7320, -1.1732, -0.3067], [-3.6430, -2.6012, -0.1959], [-2.7436, -3.0379, -0.8908], [-1.7864, -2.8999, -0.6441], [-2.7171, -3.1963, -2.0925], [-2.8603, -4.2081, -0.7136], [-1.9711, -0.8926, -1.5770], [-1.8373, 1.7446, -1.4232], [-0.5083, 1.6160, -0.7247], [0.4626, 0.9023, -0.9030], [0.7943, 0.0330, -2.3066], [1.3632, 1.1634, 0.1890], [0.8558, 1.9800, 0.9303], [1.3249, 2.4045, 2.1987], [-0.4498, 2.5628, 0.5453], [-0.5249, 3.5884, 0.5536], [-1.2553, 2.3283, 0.9278], [2.7296, 0.4888, 0.1601], [3.0143, -0.3370, 1.3594], [4.2676, -0.6171, 1.4382], [5.0099, -0.8293, 0.4933], [4.7730, -0.2150, -0.7376], [3.5284, 0.5728, -0.9624], [3.2105, 0.9249, -1.9594], [5.4484, -0.1495, -1.6262], [6.5954, -1.7118, 0.4914], [4.4843, -1.3248, 2.3961], [2.3701, 0.0679, 2.2391], [-1.5002, 1.3457, -2.6931], [-2.0884, 2.8333, -1.4173], [-3.9335, 2.7012, -0.0793], [-5.6801, 1.4402, 1.1888], [-7.2252, -0.3339, 1.3911], [-7.3442, -1.6280, 2.5078]],
  "forces_ev_per_a": [[2.225, -3.098, 2.000], [-0.026, 0.542, 0.754], [-7.117, -6.567, 5.712], [1.875, -3.075, -2.253], [-7.183, 11.729, 5.320], [0.804, 5.298, -0.692], [5.991, 6.882, -4.853], [-1.240, -6.774, 1.121], [2.986, -3.186, -1.086], [-7.597, 7.426, 4.009], [4.029, -10.857, -7.834], [4.007, 1.376, 1.218], [-0.858, 1.573, 1.974], [0.746, 1.558, -0.303], [-0.560, 0.807, 0.294], [1.846, -1.375, -2.998], [-8.230, 6.924, 1.086], [4.944, -2.983, -2.581], [-0.313, -0.403, 0.636], [4.612, -6.279, -6.221], [-0.147, 8.047, 14.645], [-1.709, -2.251, -6.464], [7.588, -3.187, -5.985], [0.737, 2.635, -1.437], [-7.335, -3.149, 5.282], [-2.490, -0.515, 1.931], [-6.272, 7.688, -1.443], [-1.633, -5.646, 12.787], [8.722, -0.365, -11.148], [-1.889, 2.203, -2.244], [1.975, -2.507, 1.519], [0.516, 0.179, 1.015], [-0.311, -0.742, 1.240], [-1.144, 0.477, 0.601], [0.060, 2.128, -1.666], [1.008, -1.628, -1.335], [-1.457, 1.244, 4.017], [0.181, -0.939, -0.122], [-0.115, -3.304, 0.207], [2.361, -3.131, -2.411], [-2.359, 2.485, -2.639], [2.771, 0.762, -1.653]],
  "lowdin_charge": [0.03, 0.07, 0.03, -0.45, -0.06, -0.09, -0.29, 0.03, -0.05, 0.00, -0.31, 0.05, 0.15, 0.14, 0.11, -0.05, -0.06, -0.77, 0.68, 0.08, -0.36, -0.11, 0.10, 0.13, 0.04, -0.13, 0.01, -0.24, -0.66, -0.05, -0.02, 0.08, 0.12, 0.61, 0.19, 0.16, 0.18, 0.11, 0.18, 0.23, 0.02, 0.15],
  "lumo_ev": 0.262,
  "max_force_ev_per_a": 16.71,
  "orbital_gap_ev": 8.818,
  "spin_multiplicity": 1,
  "relative_energy_kcal_mol": 354.8,
  "homo_ev": -8.56
}



Record 3
{
  "formula": "C20H17F2",
  "method": "the ωB97M-V functional and the def2-TZVPD basis",
  "species": ["F", "C", "C", "C", "C", "C", "C", "C", "C", "C", "C", "C", "F", "C", "C", "H", "H", "H", "H", "H", "H", "H", "H", "H", "H", "C", "C", "C", "C", "C", "C", "C", "H", "H", "H", "H", "H", "H", "H"],
  "coordinates": [[0.5449, 2.3187, -4.2604], [-0.1602, 2.7024, -3.1434], [-0.2750, 4.0564, -2.8666], [-0.9001, 4.4246, -1.6725], [-1.3755, 3.4477, -0.7981], [-1.2606, 2.0695, -1.0722], [-1.8028, 1.0983, 0.0380], [-1.9230, -0.4609, -0.0068], [-2.6307, -1.0518, 1.0613], [-2.8523, -2.4273, 1.1446], [-2.3598, -3.2906, 0.1609], [-1.6530, -2.7162, -0.8850], [-1.1105, -3.5503, -1.8379], [-1.4088, -1.3341, -1.0004], [-0.6169, 1.6879, -2.2809], [0.1529, 4.7970, -3.5331], [-0.9725, 5.4791, -1.3956], [-1.8241, 3.7552, 0.1624], [-2.8303, 1.5051, 0.3402], [-3.0300, -0.3968, 1.8531], [-3.4009, -2.8400, 1.9994], [-2.5009, -4.3635, 0.2179], [-0.7963, -0.9734, -1.8235], [-0.4079, 0.6458, -2.5130], [-1.2595, 1.3652, 0.9365], [2.6389, 0.4223, 1.2034], [2.1726, 0.0239, 2.4665], [2.2948, -1.2374, 3.0413], [2.9803, -2.3244, 2.5286], [3.2228, -2.5776, 1.1856], [2.8310, -1.8051, 0.1141], [2.6071, -0.4346, 0.0974], [2.6953, 1.5374, 1.0057], [1.6447, 0.8015, 3.0482], [1.8868, -1.3379, 4.0519], [3.0618, -3.1682, 3.2085], [3.4670, -3.6019, 0.9391], [2.7876, -2.2945, -0.8530], [2.3630, 0.0487, -0.8621]],
  "forces_ev_per_a": [[-0.688, 0.258, 0.819], [0.497, -0.563, 0.091], [-0.119, -0.268, 0.171], [0.098, -0.340, 0.123], [-0.147, -0.181, 0.359], [0.207, -0.641, -0.343], [-1.159, 0.535, -0.229], [0.105, 0.001, -0.475], [-0.079, 0.297, 0.088], [0.169, 0.120, 0.012], [0.116, 0.527, -0.064], [0.462, 0.098, -0.268], [-0.416, 0.770, 0.698], [-0.239, 0.007, 0.720], [-0.181, 0.749, 0.653], [-0.107, -0.160, -0.016], [-0.035, -0.372, -0.158], [0.167, -0.145, -0.624], [1.112, -0.696, -0.755], [0.170, -0.378, -0.461], [0.207, 0.215, -0.412], [0.001, 0.116, -0.105], [-0.355, -0.284, 0.165], [-0.170, 0.485, -0.193], [0.513, -0.161, 0.278], [-1.165, 1.218, -0.221], [0.228, 0.392, -0.038], [-0.052, 0.647, 0.498], [-0.687, -0.424, 0.088], [-0.595, -0.637, 0.188], [0.122, 0.550, -0.696], [0.199, 0.494, 0.048], [-0.260, -1.499, 0.186], [0.649, -0.413, -0.181], [0.166, -0.022, -0.337], [0.376, 0.081, -0.099], [0.388, -0.032, 0.062], [0.016, -0.053, 0.055], [0.485, -0.289, 0.373]],
  "lowdin_charge": [0.03, -0.25, -0.01, -0.07, -0.07, -0.18, -0.08, -0.18, -0.07, -0.07, -0.02, -0.25, 0.03, 0.03, 0.03, 0.12, 0.11, 0.12, 0.14, 0.12, 0.11, 0.12, 0.09, 0.09, 0.10, 0.01, 0.00, -0.01, 0.00, 0.00, 0.00, 0.01, 0.15, 0.14, 0.14, 0.13, 0.13, 0.14, 0.14],
  "lumo_ev": -5.615,
  "max_force_ev_per_a": 1.70,
  "orbital_gap_ev": 5.781,
  "spin_multiplicity": 1,
  "charge": 1,
  "relative_energy_kcal_mol": 0.2,
  "homo_ev": -11.40
}